Record 1
{"formula": "C7H17NO", "method": "the ωB97M-V functional and the def2-TZVPD basis", "multiplicity": 2, "e_lumo_ev": [-3.1553, -7.9437], "mol_weight_g_mol": 131.2, "charge": 1, "de_lowest_kj_mol": 0.0, "gap_ev": [11.5, 6.7], "species": ["C", "C", "C", "C", "C", "O", "N", "H", "H", "H", "H", "H", "H", "H", "H", "H", "H", "H", "C", "C", "H", "H", "H", "H", "H", "H"], "positions_angstrom": [[-0.689099, 1.180039, 0.116990], [-1.624095, 2.028116, 1.014875], [-0.687643, -0.991763, 1.229575], [2.115937, 1.623790, 1.026470], [1.464507, 0.262816, 1.105539], [2.015667, -0.749195, 1.424477], [0.061396, 0.118010, 0.741099], [-1.240961, 0.715127, -0.698190], [0.021361, 1.853318, -0.357040], [-1.105001, 2.333273, 1.924675], [-2.584864, 1.526006, 1.148733], [-1.692561, -1.029791, 0.820077], [2.143827, 1.899778, -0.025645], [-1.844521, 2.891689, 0.391123], [-0.071460, -1.885274, 1.197591], [-0.910908, -0.806338, 2.297662], [1.540157, 2.376199, 1.563206], [3.120569, 1.433703, 1.369748], [-1.673191, -1.413733, -3.262792], [-0.429960, -2.107726, -2.731761], [-2.379841, -1.193098, -2.469064], [-1.441007, -0.537609, -3.867290], [-2.140878, -2.047026, -4.011273], [0.095462, -2.580475, -3.556211], [0.314760, -1.433337, -2.285334], [-0.527441, -2.923116, -2.014052]], "atomic_forces_ev_per_a": [[0.6, 0.5, -0.8], [0.0, -0.5, -0.6], [0.0, 0.0, 0.9], [-0.8, -0.9, -0.5], [0.5, -0.3, 0.0], [-0.1, 0.0, 0.1], [-1.2, 0.8, 0.3], [-0.3, -0.1, 0.0], [0.1, 0.0, 0.1], [-0.4, 0.0, 0.0], [0.3, 0.0, 0.6], [0.3, -0.2, -0.7], [0.2, 0.2, -0.1], [0.1, 0.2, 0.2], [-0.2, -0.2, -0.1], [0.4, 0.0, 0.1], [0.3, 0.0, 0.2], [0.2, 0.4, 0.3], [0.1, -0.5, -0.2], [1.1, 0.0, -0.1], [-0.3, 0.2, -0.1], [0.2, 0.3, 0.5], [-0.4, -0.3, 0.3], [0.2, 0.0, -0.2], [-0.2, 0.2, -0.1], [-0.7, 0.1, 0.1]], "lowdin_charge": [-0.178, -0.010, 0.031, 0.048, -0.373, 0.195, 0.036, 0.139, 0.119, 0.091, 0.090, 0.120, 0.102, 0.095, 0.123, 0.151, 0.103, 0.106, -0.165, -0.181, 0.049, 0.068, 0.068, 0.065, 0.046, 0.062]}

Record 2
{"formula": "C7H17NO2", "method": "the ωB97M-V functional and the def2-TZVPD basis", "e_lumo_ev": 0.6269, "mol_weight_g_mol": 147.2, "smiles": "CCC(O)(O)NC(C)(C)C", "de_lowest_kj_mol": 73.6, "gap_ev": 9.7, "species": ["C", "C", "C", "C", "C", "C", "C", "N", "O", "O", "H", "H", "H", "H", "H", "H", "H", "H", "H", "H", "H", "H", "H", "H", "H", "H", "H"], "positions_angstrom": [[1.079901, -0.647073, 0.533185], [-0.844872, 0.228836, -0.988128], [1.972108, 0.000243, 1.717193], [-0.972759, 1.539076, -1.768694], [-0.702727, -0.921823, -1.999808], [-2.101195, 0.042815, -0.132081], [1.102497, 0.640608, 2.782076], [0.350343, 0.429365, -0.044252], [0.302040, -1.625461, 1.118979], [2.004812, -1.223219, -0.360756], [-0.328789, -1.998878, 0.493426], [1.553174, -1.815019, -0.974679], [1.013184, 1.067004, -0.465818], [2.651950, 0.718585, 1.262090], [2.556412, -0.824703, 2.121177], [-0.123370, 1.676225, -2.436432], [-1.880741, 1.541142, -2.369818], [-1.013685, 2.380048, -1.080724], [0.221181, -0.821890, -2.568913], [-0.728219, -1.901560, -1.522244], [-1.530729, -0.890119, -2.708111], [-2.023264, -0.833466, 0.505123], [-2.982361, -0.051944, -0.765622], [-2.226657, 0.906542, 0.515696], [1.717304, 1.055026, 3.579260], [0.436180, -0.103145, 3.211313], [0.498282, 1.432784, 2.346563]], "atomic_forces_ev_per_a": [[1.6, 1.1, 1.4], [0.8, 0.3, 0.7], [-1.0, -1.0, -1.2], [0.1, -0.2, 0.2], [0.1, 0.3, 0.2], [0.2, 0.0, -0.1], [0.1, -0.1, -0.1], [-1.8, 0.2, -1.2], [-0.6, -0.3, 0.3], [0.5, -0.3, -0.3], [0.1, 0.1, 0.0], [0.0, 0.1, 0.1], [0.0, -0.1, -0.1], [0.0, 0.0, -0.1], [0.1, 0.0, 0.0], [0.1, 0.0, -0.1], [0.0, 0.0, 0.0], [0.0, 0.1, 0.1], [0.1, 0.0, 0.0], [0.0, -0.1, 0.0], [-0.1, 0.0, 0.0], [-0.1, -0.1, 0.1], [-0.1, -0.1, 0.0], [0.0, 0.1, 0.1], [0.0, 0.0, 0.1], [-0.1, 0.0, 0.1], [0.0, 0.1, 0.1]], "lowdin_charge": [-0.648, -0.566, -0.141, -0.055, -0.045, -0.041, -0.104, 0.084, 0.048, 0.022, 0.079, 0.081, 0.123, 0.108, 0.111, 0.084, 0.085, 0.085, 0.086, 0.073, 0.086, 0.070, 0.084, 0.087, 0.068, 0.071, 0.064]}

Record 3
{"formula": "C7H17NO2", "method": "the ωB97M-V functional and the def2-TZVPD basis", "e_lumo_ev": 0.8228, "mol_weight_g_mol": 147.2, "de_lowest_kj_mol": 323.7, "gap_ev": 8.2, "species": ["C", "C", "C", "C", "C", "C", "C", "N", "O", "O", "H", "H", "H", "H", "H", "H", "H", "H", "H", "H", "H", "H", "H", "H", "H", "H", "H"], "positions_angstrom": [[0.761509, -0.220105, 0.122946], [2.169846, 0.994615, -0.683899], [-1.886010, -0.473002, 0.058379], [-0.272934, 0.278409, -0.719850], [1.226034, -1.637500, -0.114222], [0.738850, 0.161135, 1.584294], [-2.810828, -0.659111, -1.123286], [-2.346252, 0.443350, 1.042900], [1.934451, 2.357978, -0.456813], [3.315470, 0.554100, 0.000064], [1.706644, 2.464405, 0.475670], [4.054729, 1.153192, -0.188624], [2.277580, 0.880085, -1.770096], [-1.615322, -1.422406, 0.518717], [-2.752112, 0.022311, 1.866441], [-2.912121, 1.201299, 0.683259], [-0.246278, -0.085122, -1.742325], [-0.493087, 1.338331, -0.631855], [0.625269, -2.348771, 0.454249], [1.182472, -1.905378, -1.168744], [2.257751, -1.730668, 0.225276], [0.238324, -0.601200, 2.180897], [0.226142, 1.107749, 1.746804], [1.769838, 0.240816, 1.933767], [-3.809397, -0.989285, -0.810784], [-2.413053, -1.403816, -1.810963], [-2.927516, 0.278588, -1.672202]], "atomic_forces_ev_per_a": [[4.0, 2.2, -1.1], [-0.8, -1.7, 1.9], [2.2, 1.4, -2.1], [-5.2, -1.8, 1.3], [0.3, 0.3, 0.0], [0.4, 0.2, -0.3], [-0.2, -0.2, 0.1], [0.1, 0.3, 0.5], [-0.3, -0.6, 0.0], [0.2, 0.2, -0.1], [0.0, 0.0, 0.0], [-0.2, -0.1, 0.0], [-0.4, -0.2, 0.2], [0.1, 0.1, 0.0], [-0.1, 0.1, -0.1], [0.0, -0.2, 0.1], [0.1, 0.1, -0.1], [0.1, 0.0, -0.1], [-0.1, 0.0, 0.0], [0.0, 0.0, -0.1], [0.0, -0.1, 0.0], [-0.1, 0.0, 0.0], [-0.1, 0.0, 0.0], [0.0, -0.1, 0.1], [0.1, 0.0, 0.0], [0.0, 0.0, -0.1], [0.0, 0.0, 0.0]], "lowdin_charge": [-0.459, -0.321, -0.347, -0.083, -0.052, -0.064, -0.111, 0.015, -0.015, -0.048, 0.089, 0.099, 0.136, 0.113, 0.076, 0.078, 0.096, 0.099, 0.078, 0.085, 0.080, 0.084, 0.075, 0.082, 0.071, 0.069, 0.074]}

Record 4
{"formula": "C7H17NO2P", "method": "the ωB97M-V functional and the def2-TZVPD basis", "e_lumo_ev": -4.0543, "mol_weight_g_mol": 178.2, "charge": 1, "smiles": "C[NH+](C)[C@H](OP=O)C(C)(C)C", "de_lowest_kj_mol": 218.4, "gap_ev": 10.2, "species": ["C", "C", "C", "C", "C", "C", "C", "N", "O", "O", "P", "H", "H", "H", "H", "H", "H", "H", "H", "H", "H", "H", "H", "H", "H", "H", "H", "H"], "positions_angstrom": [[1.271041, -0.805789, -1.042574], [-0.607966, -2.504949, -0.679815], [0.479910, -1.096818, 1.106418], [0.033616, 2.325094, -0.999662], [-1.786954, 2.387810, 0.522035], [-1.101806, 0.093746, -0.657406], [-0.130865, -1.012998, -0.270941], [-0.665502, 1.477807, 0.005903], [-2.429774, -0.143482, -0.836883], [-2.520138, -0.656498, 1.653937], [-3.253588, -0.863146, 0.455106], [1.054163, -0.869498, -2.130495], [1.849916, -1.719497, -0.725586], [1.820058, 0.060940, -0.625501], [-1.640592, -2.641225, -0.104559], [-0.764134, -2.455935, -1.751771], [0.142408, -3.216674, -0.333192], [1.528659, -0.735014, 1.271139], [-0.283942, -0.495520, 1.752036], [0.686034, -1.993192, 1.574312], [0.117706, 1.750306, -1.900963], [-0.665019, 3.097352, -1.414557], [0.816919, 2.854955, -0.609606], [-1.830863, 2.241746, 1.632623], [-1.551531, 3.442004, 0.343087], [-2.753396, 2.047911, 0.038259], [-0.712167, 0.284771, -1.792506], [-0.092451, 1.291993, 0.869942]], "atomic_forces_ev_per_a": [[-1.3, -1.3, -0.1], [-2.2, 2.8, 1.5], [-1.7, 4.1, 2.7], [-2.9, -0.1, -2.1], [-1.2, -1.3, 1.3], [3.1, 0.9, -4.3], [3.5, -2.8, -0.4], [-1.0, 0.8, 0.9], [-0.8, -0.3, 1.9], [1.7, 0.7, 2.5], [-2.1, -0.4, -3.1], [0.8, 0.5, 0.4], [-0.4, 1.0, -0.6], [-0.4, -0.2, -0.9], [2.2, -0.4, -1.3], [-0.2, -0.7, -0.1], [-0.3, 0.1, -0.2], [-1.0, 0.9, -0.7], [1.8, -1.3, -0.1], [-0.9, -2.6, 0.6], [1.5, -0.3, -0.1], [0.3, -0.6, 0.8], [2.4, 0.7, 0.8], [-0.3, 0.0, -1.0], [-0.1, -0.5, -0.2], [1.2, 0.7, 0.6], [-1.3, -0.3, 2.6], [-0.3, -0.2, -1.4]], "lowdin_charge": [-0.051, 0.001, -0.094, -0.002, 0.012, -0.347, -0.514, -0.072, -0.297, -0.370, 0.956, 0.097, 0.108, 0.086, 0.077, 0.083, 0.092, 0.102, 0.098, 0.065, 0.085, 0.124, 0.088, 0.116, 0.098, 0.113, 0.176, 0.173]}